No. 1
Density functional theory data (ωB97M-V with the def2-TZVPD basis set) for an isolated molecule of C5H13N3 in a non-equilibrium geometry.

CARTESIAN COORDINATES (ANGSTROEM)
C (-0.3972, -1.4049, 0.6628)
C (-1.2002, -2.0245, -0.4639)
C (1.7483, -0.0958, 1.2601)
N (-1.0030, 1.0719, 0.0341)
C (0.1600, 0.8036, -0.4284)
N (-1.6250, 2.2643, -0.3514)
N (0.8446, 1.5888, -1.3418)
C (0.8266, -0.4224, 0.0882)
H (-2.4455, 2.3816, 0.2317)
H (-1.0226, 3.0812, -0.2641)
H (0.2687, 2.1587, -1.9444)
H (1.6319, 1.1573, -1.7972)
H (-1.0424, -0.9055, 1.3816)
H (0.1494, -2.1653, 1.2211)
H (1.3918, -0.9072, -0.7157)
H (-0.5522, -2.5673, -1.1505)
H (-1.7203, -1.2519, -1.0255)
H (-1.9394, -2.7202, -0.0674)
H (2.2030, -1.0041, 1.6562)
H (2.5426, 0.5858, 0.9551)
H (1.1807, 0.3760, 2.0596)

Cartesian forces (eV/Å) of the 2 atoms listed first:
2.32 0.35 -0.89
0.04 0.07 0.13

E_HOMO	-7.946	eV
SMILES string	CC[C@H](C)/C(N)=N/N

And the Mulliken charges, in e, turn out to be: number 1, C, carries -0.6975; number 2, C, carries -1.1684; number 3, C, carries -1.5319; number 4, N, carries 0.0533; number 5, C, carries 0.2299; number 6, N, carries -0.8737; number 7, N, carries -0.5430; number 8, C, carries 0.2972; number 9, H, carries 0.2449; number 10, H, carries 0.2091; number 11, H, carries 0.2305; number 12, H, carries 0.2394; number 13, H, carries 0.3237; number 14, H, carries 0.4479; number 15, H, carries 0.4751; number 16, H, carries 0.2911; number 17, H, carries 0.2831; number 18, H, carries 0.3563; number 19, H, carries 0.4058; number 20, H, carries 0.3895; number 21, H, carries 0.3377

***

No. 2
Density functional theory data (ωB97M-V with the def2-TZVPD basis set) for an isolated molecule of C3H5NO4 in a non-equilibrium geometry.

CARTESIAN COORDINATES (ANGSTROEM)
C (-1.3601, 0.1548, -0.2689)
C (-0.0606, -0.0730, 0.5492)
C (1.1642, -0.4505, -0.2116)
H (-1.1048, 0.4756, -2.2779)
H (-1.7281, -0.8781, -0.5735)
H (-2.1563, 0.5114, 0.3578)
H (0.9547, 0.9142, 3.1632)
H (1.4458, -1.1221, -1.9994)
N (-0.0675, 0.5393, 1.7127)
O (-1.1860, 1.0013, -1.4172)
O (1.0878, 0.2413, 2.3780)
O (0.7180, -0.6872, -1.5642)
O (2.2931, -0.6270, 0.1520)

Cartesian forces (eV/Å) of the 2 atoms listed first:
0.57 -2.16 -1.22
-1.58 3.18 0.31

E_HOMO	-10.033	eV
SMILES string	O=C(O)/C(CO)=N\O

And the Mulliken charges, in e, turn out to be: number 1, C, carries -0.5262; number 2, C, carries 0.4911; number 3, C, carries 0.5490; number 4, H, carries 0.3177; number 5, H, carries 0.2378; number 6, H, carries 0.3908; number 7, H, carries 0.4019; number 8, H, carries 0.3259; number 9, N, carries -0.3964; number 10, O, carries -0.5311; number 11, O, carries -0.3254; number 12, O, carries -0.4302; number 13, O, carries -0.5050

***

No. 3
Density functional theory data (ωB97M-V with the def2-TZVPD basis set) for a structure of composition C39H34N5O3RhS in a non-equilibrium geometry.

CARTESIAN COORDINATES (ANGSTROEM)
Rh (-0.0355, 0.4176, -0.3511)
O (-0.6695, -1.1017, -1.4780)
C (-0.3977, -2.4610, -1.3818)
C (1.0594, -2.6287, -1.0039)
C (1.3392, -2.2628, 0.4139)
C (1.7188, -3.2589, 1.2962)
C (2.1120, -2.9275, 2.5749)
C (2.1494, -1.5976, 2.9206)
C (1.7499, -0.6337, 2.0081)
C (1.8550, 0.7993, 2.3780)
C (0.4856, 1.4576, 2.4657)
O (0.0025, 1.6070, 1.1720)
C (0.6551, 2.8861, 3.0166)
C (1.4495, 3.7667, 2.2788)
C (1.5477, 5.1020, 2.6291)
C (0.8403, 5.5910, 3.7233)
C (0.0491, 4.7277, 4.4604)
C (-0.0476, 3.3836, 4.1059)
C (-0.4648, 0.6231, 3.3220)
C (-0.1025, 0.2455, 4.6156)
C (-0.9643, -0.4954, 5.4081)
C (-2.2112, -0.8703, 4.9191)
C (-2.5780, -0.5008, 3.6352)
C (-1.7075, 0.2399, 2.8399)
N (1.2942, -0.9633, 0.7812)
C (-0.6927, -3.0521, -2.7745)
C (0.2779, -3.5959, -3.6053)
C (-0.0485, -4.0405, -4.8857)
C (-1.3461, -3.9327, -5.3528)
C (-2.3246, -3.3812, -4.5299)
C (-1.9982, -2.9457, -3.2573)
C (-1.3162, -3.1527, -0.3704)
C (-1.1421, -4.5037, -0.0722)
C (-2.0002, -5.1536, 0.7989)
C (-3.0668, -4.4663, 1.3692)
C (-3.2565, -3.1282, 1.0635)
C (-2.3774, -2.4716, 0.2061)
H (1.6327, -1.9669, -1.6586)
H (1.3917, -3.6532, -1.1618)
H (1.7344, -4.2848, 0.9572)
H (2.4136, -3.6941, 3.2774)
H (2.5066, -1.2843, 3.8909)
H (2.4073, 1.3269, 1.6003)
H (2.4029, 0.8958, 3.3152)
H (1.9740, 3.4049, 1.4024)
H (2.1638, 5.7681, 2.0373)
H (0.9044, 6.6380, 3.9924)
H (-0.5133, 5.0972, 5.3094)
H (-0.6868, 2.7317, 4.6858)
H (0.8577, 0.5527, 5.0164)
H (-0.6670, -0.7754, 6.4114)
H (-2.8900, -1.4426, 5.5387)
H (-3.5505, -0.7815, 3.2485)
H (-2.0003, 0.5515, 1.8450)
H (1.3041, -3.6834, -3.2750)
H (0.7219, -4.4660, -5.5166)
H (-1.5991, -4.2784, -6.3473)
H (-3.3441, -3.2902, -4.8836)
H (-2.7599, -2.5137, -2.6188)
H (-0.3405, -5.0620, -0.5445)
H (-1.8450, -6.2009, 1.0272)
H (-3.7454, -4.9748, 2.0421)
H (-4.0990, -2.5919, 1.4829)
H (-2.5190, -1.4242, -0.0291)
C (-2.5602, 5.1006, -1.2154)
N (-2.0349, 3.8920, -1.8433)
C (-1.8161, 3.8166, -3.1709)
C (-1.3466, 2.7021, -3.7507)
C (-1.0846, 1.5707, -2.9127)
N (-1.2419, 1.6490, -1.5739)
C (-1.7455, 2.8133, -0.9859)
O (-1.9910, 2.9326, 0.1851)
N (-0.7194, 0.4308, -3.4582)
H (-2.9393, 5.7599, -1.9925)
H (-1.7819, 5.6030, -0.6436)
H (-3.3577, 4.8332, -0.5288)
H (-2.0664, 4.6993, -3.7444)
H (-1.1890, 2.6474, -4.8161)
H (-0.5573, 0.3822, -4.4474)
H (-0.5649, -0.3885, -2.8396)
S (4.2693, 0.8365, -0.6708)
C (2.7165, 0.9555, -1.0589)
N (1.5819, 1.0713, -1.3873)

Cartesian forces (eV/Å) of the 2 atoms listed first:
1.76 -1.33 0.86
-0.71 -0.12 -0.45

E_HOMO (alpha / beta)	-7.854 / -7.754	eV

And the Mulliken charges, in e, turn out to be: number 1, Rh, carries 0.4290; number 2, O, carries -0.1114; number 3, C, carries 2.9095; number 4, C, carries -2.4323; number 5, C, carries -0.1502; number 6, C, carries -0.6758; number 7, C, carries -1.1592; number 8, C, carries -0.9033; number 9, C, carries 0.1997; number 10, C, carries -1.2766; number 11, C, carries 1.9633; number 12, O, carries -0.0930; number 13, C, carries 0.0271; number 14, C, carries -0.5239; number 15, C, carries -0.8830; number 16, C, carries -0.5368; number 17, C, carries -0.8594; number 18, C, carries -0.2511; number 19, C, carries -0.7790; number 20, C, carries -0.0640; number 21, C, carries -1.0484; number 22, C, carries -0.6711; number 23, C, carries -0.7855; number 24, C, carries 0.2670; number 25, N, carries 1.6677; number 26, C, carries -1.0020; number 27, C, carries -0.2216; number 28, C, carries -0.9361; number 29, C, carries -0.4669; number 30, C, carries -0.7883; number 31, C, carries -0.0964; number 32, C, carries 0.0078; number 33, C, carries -0.4200; number 34, C, carries -0.8628; number 35, C, carries -0.6878; number 36, C, carries -0.8285; number 37, C, carries 0.3315; number 38, H, carries 0.6098; number 39, H, carries 0.8276; number 40, H, carries 0.4664; number 41, H, carries 0.4248; number 42, H, carries 0.5041; number 43, H, carries 0.2002; number 44, H, carries 0.4465; number 45, H, carries 0.3356; number 46, H, carries 0.4060; number 47, H, carries 0.3924; number 48, H, carries 0.4173; number 49, H, carries 0.3512; number 50, H, carries 0.5122; number 51, H, carries 0.4390; number 52, H, carries 0.3943; number 53, H, carries 0.3996; number 54, H, carries 0.5736; number 55, H, carries 0.4150; number 56, H, carries 0.4076; number 57, H, carries 0.3998; number 58, H, carries 0.4133; number 59, H, carries 0.4322; number 60, H, carries 0.4551; number 61, H, carries 0.4524; number 62, H, carries 0.3987; number 63, H, carries 0.4224; number 64, H, carries 0.5373; number 65, C, carries -0.9534; number 66, N, carries 0.1579; number 67, C, carries -0.0574; number 68, C, carries -1.3020; number 69, C, carries 1.0594; number 70, N, carries 0.2602; number 71, C, carries -0.1306; number 72, O, carries -0.6402; number 73, N, carries -0.2175; number 74, H, carries 0.3343; number 75, H, carries 0.2954; number 76, H, carries 0.3162; number 77, H, carries 0.3348; number 78, H, carries 0.4222; number 79, H, carries 0.1588; number 80, H, carries -0.0599; number 81, S, carries -0.4097; number 82, C, carries 0.4833; number 83, N, carries -0.3746